No. 1
A structure of composition C49H50N10OS8Zr at a distorted geometry, computed with ωB97M-V/def2-TZVPD.

Its net charge is +2. Its spin multiplicity is 1. The energy above the lowest of the compared OMol25 structures with the same formula, charge and spin is 1.0734 eV.

Last column: Mulliken charge in e.
Cartesian coordinates (Å):
1 H -0.1267 -2.3745 0.3359  0.32
2 H -6.4626 2.7171 -0.7990  0.49
3 H -3.3044 3.0237 1.3758  0.65
4 H 2.8658 6.5523 2.3939  0.20
5 H 6.5039 2.7564 -2.7925  0.45
6 H 4.9781 -1.4165 -0.4797  0.35
7 C -0.7758 3.8555 -1.4180  -0.68
8 H 4.1479 -4.1399 2.3547  0.29
9 C 1.7821 -1.8654 -3.8905  -0.39
10 N -1.2641 0.0587 -2.2937  -0.01
11 C -3.2322 2.1980 -2.8509  -0.05
12 H -5.8957 4.2633 -2.6330  0.45
13 C 1.6515 -2.2516 3.8148  0.62
14 H -2.2429 -5.8223 -1.1317  0.46
15 C -4.1876 0.2337 4.0489  -0.84
16 H -1.9295 5.6303 -1.7163  0.52
17 H 4.3304 6.4095 3.3206  0.21
18 H 2.1106 -1.4968 5.7576  0.52
19 C -3.5543 1.3515 -1.8076  0.53
20 C -5.2365 3.4424 -2.3987  -0.73
21 H -3.5364 5.1116 0.0750  0.54
22 O 1.4174 -1.6006 2.7580  0.49
23 C -1.6888 -4.3705 -2.6050  -1.13
24 H 3.9961 3.6958 -1.7546  0.25
25 C 3.3729 4.6571 2.8877  0.89
26 H -5.8188 -4.3693 -2.7876  0.46
27 C -5.5555 2.5759 -1.3640  -0.78
28 H 3.2009 -0.9435 4.4793  0.16
29 C 2.6810 -0.6253 -5.7403  -0.57
30 C 4.5123 0.6478 -0.9501  0.19
31 H 5.0447 4.2538 3.9900  0.23
32 H -3.5844 -2.2376 0.1831  0.47
33 H -3.6547 -0.8338 -3.8353  0.54
34 H -4.9320 0.8253 -0.2687  0.43
35 N 0.9932 -0.2792 -0.9312  1.34
36 H 1.7533 -2.7560 -3.2799  0.48
37 C -1.8188 4.7252 -1.1424  -0.99
38 H 2.1647 -4.7577 5.1567  0.34
39 C 6.1715 1.8543 -2.3010  -1.16
40 H -2.3327 2.0151 -3.4157  0.54
41 S 1.9986 4.0174 2.1098  -0.33
42 H -3.6956 -0.6675 2.1511  0.41
43 C -3.9277 -2.3695 -0.8299  -0.01
44 C -3.4620 0.0965 2.8760  -0.44
45 H -0.0817 4.0797 -2.2108  0.57
46 H 0.4228 1.2268 -4.0155  0.37
47 C -4.7113 1.5213 -1.0639  -0.98
48 H -5.1219 -2.7198 -4.4775  0.47
49 N 3.9914 2.7544 -1.3973  0.07
50 C -2.5982 3.2679 0.5959  -0.53
51 C 2.6226 -1.7894 -4.9896  -0.92
52 N -0.0514 0.3387 1.4506  0.52
53 Zr 1.8686 -0.4323 0.9904  -1.24
54 C -0.6306 2.6914 -0.6827  1.07
55 C -1.5467 2.4156 0.3161  0.22
56 H 4.0685 2.8797 3.5271  0.14
57 H 7.8982 0.7028 -2.7796  0.44
58 S -2.5075 -0.0408 -1.3609  1.15
59 C -3.9610 -1.5674 -3.1053  -1.05
60 N 4.2919 -3.1657 2.6039  -0.61
61 H 3.3471 -0.5607 -6.5876  0.45
62 C 4.9570 1.8033 -1.6287  0.75
63 H -4.9994 -0.4460 4.2599  0.50
64 H -4.4463 1.3493 5.8548  0.46
65 H 0.1571 1.9719 -0.8779  -0.61
66 C -4.7817 -2.6243 -3.4598  -0.87
67 C 6.5013 -0.4504 -1.6328  -1.09
68 N 1.0136 -3.4013 4.0258  0.34
69 H 0.7163 -4.0926 2.0794  0.28
70 H -1.0345 -2.7165 -3.8193  0.63
71 C 3.8458 -2.3124 1.7998  0.54
72 C -2.0687 1.9537 3.5321  -0.45
73 C 3.0515 2.1911 -0.6106  -0.91
74 H 1.1972 -3.6110 6.1025  0.34
75 S 2.8645 -2.6444 0.3354  -0.35
76 C -5.1752 -3.5506 -2.5065  -0.66
77 C 6.9381 0.7073 -2.2847  -0.53
78 C -0.5834 -2.9588 -0.4682  0.52
79 C -3.5410 -1.4526 -1.7897  0.62
80 C -0.5346 -2.4636 -1.7587  0.09
81 C -2.4171 0.9651 2.6253  0.04
82 C -4.0825 3.2530 -3.1417  -0.79
83 S 4.2005 -0.6002 2.1108  -0.20
84 H -3.8478 3.9218 -3.9534  0.54
85 H -0.3831 -4.7724 3.3131  0.36
86 S 0.1328 -0.8059 -1.9908  0.56
87 H 7.1356 -1.3226 -1.6485  0.48
88 C 1.2138 -4.2210 5.2010  -1.00
89 H -2.1041 -4.9309 -3.4271  0.55
90 C 0.1311 -3.8757 2.9791  -0.76
91 C 5.2914 -0.5096 -0.9733  -0.24
92 H -2.5613 2.8783 5.3933  0.50
93 C -3.8689 1.2386 4.9493  -0.71
94 H 3.3254 -2.5977 5.0797  0.48
95 H -1.2315 2.6012 3.3234  0.83
96 S 1.3330 1.1643 4.1760  -0.13
97 H 3.2422 -2.6325 -5.2513  0.47
98 C 1.0392 0.3921 -4.3109  -0.34
99 C 1.8864 0.4605 -5.4057  -0.83
100 H -0.5975 -3.0922 2.7511  0.16
101 N -2.3264 -0.1615 0.1728  0.09
102 C -2.7256 4.4354 -0.1371  -1.05
103 N 4.2516 3.8799 3.4936  -0.19
104 H -1.2897 -4.5694 0.7487  0.45
105 S 2.4515 1.5931 2.6518  -0.07
106 H 1.9347 1.3677 -5.9879  0.49
107 C -4.7461 -3.4257 -1.1958  -0.91
108 N 3.5568 5.9747 2.8435  -0.41
109 C 0.9865 -0.7763 -3.5710  0.08
110 C -1.2179 -4.1719 -0.2506  -0.65
111 H 0.4121 -4.9528 5.2727  0.34
112 H -5.0543 -4.1443 -0.4544  0.55
113 C 2.6294 -1.7939 4.8475  -1.76
114 S -1.3980 0.8171 1.1534  1.13
115 C -2.8105 2.0984 4.6920  -0.98
116 C -1.7624 -4.8743 -1.3156  -0.96
117 H 2.2174 2.7549 -0.2265  0.10
118 C -1.0855 -3.1441 -2.8291  -0.55
119 N 3.3056 0.9353 -0.3213  0.90

***

No. 2
A structure of composition C49H51BrI2N7O19PS at a distorted geometry, computed with ωB97M-V/def2-TZVPD.

Its net charge is 0. Its spin multiplicity is 1.

Last column: Mulliken charge in e.
Cartesian coordinates (Å):
1 H 2.7136 -1.3181 4.1314  0.31
2 N 5.3145 -4.2221 -4.9908  1.05
3 C -4.9934 4.5273 -6.8954  0.06
4 H -2.6249 0.1513 12.0865  0.46
5 H -6.8536 -3.7718 7.6975  0.45
6 H 4.0605 -0.8682 0.4830  0.31
7 C 3.0947 0.3695 6.3122  -0.87
8 H 1.1243 4.3414 2.1891  0.28
9 H 1.4414 3.4293 -7.7371  0.39
10 O -3.6829 4.2526 -5.0149  -0.64
11 C -3.4692 -1.8999 7.8791  -0.18
12 H 5.9457 -7.3660 -8.3078  0.37
13 H -1.5432 0.6733 -1.6107  0.48
14 H -0.1248 -7.1904 0.5638  0.28
15 Br 0.5054 -0.9357 2.0909  -0.01
16 C 3.9811 -7.6708 -5.5562  -0.56
17 C 5.4641 -7.1019 -7.3730  -0.43
18 C -6.8085 5.9600 -8.4167  -0.40
19 C -0.0763 0.4808 -3.1890  -0.26
20 C -1.9797 1.9431 -3.2793  -0.86
21 O 0.3432 -0.8501 -1.3590  -0.53
22 C 4.5995 -8.0017 -6.7575  -0.39
23 P 0.2585 2.4964 3.0508  0.09
24 H -2.8737 2.3558 -2.8239  0.38
25 O 1.7582 -6.2368 -1.0364  -0.40
26 C -1.5864 2.3664 -4.5447  -0.11
27 O -4.0098 -5.1176 5.3781  -0.61
28 C -4.5331 -1.5122 8.6875  -0.18
29 O 2.7401 2.0897 3.8466  -0.38
30 C 5.0789 -5.5354 -5.5945  0.01
31 N -0.0712 2.2515 1.3390  -0.44
32 H 1.7985 -2.6039 0.0283  0.22
33 C -3.6131 -2.9693 7.0029  -0.52
34 H 0.0062 3.1131 0.7847  0.25
35 C 3.4515 -2.2221 2.2615  -1.19
36 H 3.3780 0.0812 7.3849  0.40
37 N 0.7331 -0.4979 -2.4631  1.12
38 O 6.0459 -3.4465 -5.5833  -0.61
39 C -2.3599 1.1823 11.8828  -0.24
40 O 1.7516 -0.9017 -3.0001  -0.62
41 H 3.3797 1.4537 6.1543  0.22
42 N -4.5404 1.5349 10.7830  1.09
43 O 0.9791 4.0738 3.1274  -0.48
44 H -4.4138 -0.6810 9.3761  0.43
45 H 4.8954 -2.4782 0.5844  0.41
46 H -3.5542 4.0201 10.4173  0.45
47 C 2.1737 -4.8899 -1.4547  -0.06
48 H -6.6567 4.3560 -9.8391  0.38
49 H 2.9805 -2.1914 -1.2873  0.15
50 H -2.1714 3.1048 -5.0701  0.29
51 H -2.5253 -1.3691 7.9357  0.20
52 C 1.2574 6.6512 -8.8373  -0.35
53 C 2.8846 -2.6970 -0.2716  -0.25
54 H -7.5145 6.5252 -9.0166  0.37
55 C -3.2321 2.0332 11.2095  0.14
56 C -0.4410 1.8397 -5.1349  -0.46
57 H -0.4408 1.0124 12.8319  0.39
58 O -6.0651 -5.3400 5.9994  -0.60
59 C -5.4133 4.0188 -8.1211  -0.29
60 H 3.7328 -6.1887 -4.0317  0.44
61 O -1.1426 5.6534 -9.6479  -0.61
62 H -2.7757 -3.2635 6.3806  0.49
63 C 4.2205 -6.4349 -4.9675  0.00
64 I -1.3355 0.4719 5.0150  0.18
65 C 1.5197 0.2528 6.1693  -0.04
66 C 0.4107 -6.4308 -1.4530  0.78
67 C 2.4944 7.0981 -8.3880  -0.44
68 H -6.7709 7.4081 -6.8289  0.37
69 C 5.7070 -5.8625 -6.7928  -0.43
70 H 4.3322 -4.3663 -0.8743  0.27
71 C -5.9025 -3.2547 7.7429  -0.33
72 O 2.6679 1.0389 1.5825  -0.19
73 O 4.7622 -3.9771 -3.9314  -0.61
74 O -5.2714 2.3003 10.1791  -0.61
75 H 3.6309 4.2394 -6.9528  0.38
76 O 3.5034 3.4621 1.6215  -0.58
77 C -6.3250 4.7410 -8.8815  -0.51
78 H 6.3797 -5.1686 -7.2829  0.43
79 C 3.1644 -0.9293 3.1505  -0.56
80 C 0.8630 0.6447 4.9879  -0.74
81 H 1.2116 0.4933 -4.9268  0.49
82 O -4.8276 0.3791 11.0589  -0.66
83 H 0.1862 3.3640 12.3906  0.39
84 H -0.1404 2.1707 -6.1232  0.44
85 H -1.4604 -6.1654 -0.1635  0.24
86 H -1.2474 -7.8580 -0.7963  0.30
87 H 0.6043 7.3359 -9.3653  0.43
88 H -1.3677 4.8593 11.1793  0.38
89 S 3.5562 2.1930 2.3953  1.03
90 C 0.8797 5.3332 -8.5961  0.03
91 C -0.7742 2.9877 12.0534  -0.44
92 C -1.1267 1.6654 12.3042  -0.51
93 O -3.5865 2.7332 -6.5690  -0.58
94 H 4.3067 6.5846 -7.3543  0.37
95 N -4.0167 3.7808 -6.1019  1.10
96 C 3.8877 -1.9529 0.7520  -0.61
97 C -1.6480 3.8301 11.3735  -0.46
98 C 0.3201 0.8937 -4.4580  -0.28
99 H -5.1617 6.1395 -5.4628  0.42
100 C -5.7481 -2.1857 8.6181  -0.61
101 C -0.6702 -6.9552 -0.4072  -0.94
102 H -5.0410 3.0721 -8.4948  0.44
103 C -5.4806 5.7415 -6.4189  -0.21
104 O 4.9613 1.8989 2.7921  -0.59
105 O -0.7444 3.7139 -8.7882  -0.60
106 H 4.3405 -2.7513 2.7608  0.34
107 C 1.7276 4.4576 -7.9236  -0.12
108 C 3.3439 6.2307 -7.7086  -0.37
109 H 3.6881 -0.3179 5.6394  0.20
110 C -6.3899 6.4583 -7.1870  -0.52
111 H 4.4059 -8.9656 -7.2172  0.37
112 C 2.9640 4.9121 -7.4802  -0.55
113 H -1.0624 1.9751 1.2735  0.25
114 I 0.3847 -0.5302 7.8548  0.16
115 H 2.6012 -2.9889 2.3159  0.45
116 C 2.1057 0.1252 2.5818  0.52
117 C 1.5747 1.1968 3.6818  0.94
118 C -4.8296 -3.6434 6.9442  -0.03
119 H 4.1719 -0.4414 3.3636  0.31
120 H 1.2359 -4.2400 -1.4425  0.22
121 O 0.0208 -6.1816 -2.5986  -0.52
122 C 3.2729 -4.2552 -0.4575  -0.57
123 N -0.4328 4.8648 -9.0454  1.06
124 H 2.5665 -4.8821 -2.5302  -0.01
125 H 2.7960 8.1245 -8.5647  0.37
126 H 3.1637 -4.7477 0.5600  0.30
127 C -1.2266 0.9952 -2.5960  -0.07
128 H 3.3093 -8.3760 -5.0798  0.39
129 H -6.5746 -1.8785 9.2494  0.41
130 N -4.9796 -4.7844 6.0389  1.02
131 C -2.8820 3.3548 10.9460  -0.37

***

Record order is preserved below.
Frontier orbital gap: 6.44; 7.05 eV